No. 1
The following is a quantum chemistry calculation of a gas-phase ion, C3H6ClN2 (charge +1) at a distorted geometry, from OMol25.

As for the total charge: +1. Its multiplicity is 1. As for the orbital gap: 8.999 eV. Its SMILES is Cl[N+]1=CNCC1.

Structure (XYZ):
```
12
Properties=species:S:1:pos:R:3:nbo_charge:R:1
C 0.123 -1.041 -0.961 0.405
C -0.853 0.704 0.194 -0.255
C 0.418 0.433 1.010 -0.251
N -1.002 -0.383 -0.831 -0.467
N 1.240 -0.189 -0.049 -0.379
Cl 2.596 -1.148 0.454 0.214
H 0.461 -1.722 -1.746 0.271
H -1.840 0.816 0.807 0.275
H -0.534 1.670 -0.413 0.247
H 0.781 1.369 1.253 0.250
H 0.389 -0.334 1.734 0.219
H -1.779 -0.174 -1.453 0.471
```

No. 2
The following is a quantum chemistry calculation of a gas-phase ion, C6H6N (charge +1) at a distorted geometry, from OMol25.

As for the total charge: +1. Its multiplicity is 1. As for the orbital gap: 7.498 eV.

Structure (XYZ):
```
13
Properties=species:S:1:pos:R:3:nbo_charge:R:1
C 1.313 -1.582 0.313 0.340
C 0.042 -1.356 0.394 -0.170
C 2.371 0.389 -0.131 0.096
C 2.417 -1.086 -0.058 -0.262
C -1.163 -0.972 0.214 0.458
C -2.449 -0.506 -0.101 -0.771
N 1.283 0.846 -0.487 -0.577
H 3.215 1.024 -0.212 0.226
H 3.347 -1.711 -0.335 0.315
H 1.145 1.837 -0.821 0.397
H -2.200 0.299 -0.896 0.320
H -3.093 -0.160 0.805 0.305
H -2.887 -1.346 -0.678 0.323
```

No. 3
The following is a quantum chemistry calculation of a gas-phase ion, C2H6N3O (charge +1) at a distorted geometry, from OMol25.

As for the total charge: +1. Its multiplicity is 1. As for the orbital gap (alpha / beta): 7.745 / 7.740 eV.

Structure (XYZ):
```
12
Properties=species:S:1:pos:R:3:nbo_charge:R:1
C 0.456 0.416 -0.312 0.223
C -2.815 -0.542 -1.060 0.290
N -0.662 0.362 -1.011 -0.259
N 0.730 -0.140 0.838 -0.407
N 2.054 0.084 1.306 -0.570
O -1.553 -0.624 -0.693 -0.181
H 1.170 1.118 -0.689 0.171
H -3.381 -1.462 -1.090 0.205
H -3.305 0.279 -1.438 0.194
H 2.205 0.798 2.161 0.451
H 2.565 0.662 0.545 0.408
H 2.536 -0.952 1.444 0.475
```

Electronic energy readings, ordered: -18700.78670, -7796.11088, -8676.21615 eV